No. 1
This record from OMol25 describes a structure of composition C12H8ClNO3STi. The level of theory is wB97M-V/def2-TZVPD.

Its net charge is +2. Its energy above the lowest of the compared OMol25 structures with the same formula, charge and spin is 0.0 kJ/mol. The calculation puts the highest occupied orbital energy at -15.72 eV. Its spin multiplicity is 1.

Structure (XYZ):
```
27
Properties=species:S:1:pos:R:3:forces:R:3
Ti -0.195670 -0.088890 0.082030 1.1 -0.2 -0.2
O -0.498514 -1.680180 -0.755785 -0.1 -0.7 -0.4
N 0.387172 -2.343116 -1.550875 -0.4 0.3 0.3
C -0.021993 -3.475565 -2.146874 0.2 0.1 0.0
C 0.877454 -4.134771 -2.947268 -0.1 -0.1 0.0
C 2.155390 -3.608130 -3.107127 0.1 0.0 0.0
C 2.525210 -2.433300 -2.468397 0.1 0.0 0.0
C 1.610691 -1.783294 -1.664663 0.0 -0.1 -0.1
S 1.929614 -0.309316 -0.757941 -0.2 -0.1 0.0
H -1.037356 -3.774570 -1.936968 0.0 0.0 0.0
H 0.570079 -5.049425 -3.433078 0.0 0.0 0.0
H 2.873191 -4.119047 -3.735758 0.0 0.0 0.0
H 3.514343 -2.010512 -2.579338 0.0 0.0 0.0
Cl -2.641181 4.479693 4.945431 0.0 0.0 0.0
C -1.888871 3.265744 4.004607 -0.1 0.1 0.1
C -1.266394 2.184247 4.630152 0.1 -0.2 0.1
C -0.642567 1.161739 3.908985 -0.1 0.2 0.4
C -0.641081 1.230033 2.547494 0.4 -0.7 -0.5
O -0.028055 0.227836 1.817067 -0.6 0.7 0.5
C -1.269549 2.310411 1.877183 -0.2 0.4 0.1
C -1.334780 2.442291 0.494884 0.2 -0.4 -0.6
O -0.838468 1.592318 -0.357383 -0.6 0.8 0.4
C -1.893916 3.336179 2.634817 0.0 -0.1 -0.1
H -1.270184 2.140919 5.712827 0.0 0.0 0.0
H -0.159426 0.339866 4.417162 0.0 0.0 0.0
H -1.838863 3.297317 0.053140 0.0 0.1 0.0
H -2.375078 4.163027 2.126976 0.0 0.0 0.0
```
Forces are in eV/Å.

No. 2
This record from OMol25 describes the molecule C12H8N2O2S. The level of theory is wB97M-V/def2-TZVPD.

Its energy above the lowest of the compared OMol25 structures with the same formula, charge and spin is 1602.9 kJ/mol. The calculation puts the highest occupied orbital energy at -7.59 eV. As for the SMILES: O=NOc1ccc2c(c1)Nc1ccccc1S2. Its spin multiplicity is 1.

Structure (XYZ):
```
25
Properties=species:S:1:pos:R:3:forces:R:3
O 2.533580 -1.771277 4.555757 -3.0 -1.4 1.5
N 1.500900 -2.155653 5.087554 5.1 -0.1 -0.9
O 0.519429 -1.243302 4.975206 -3.0 0.9 -3.4
C 0.043404 -1.305098 3.553266 -1.4 0.7 -4.4
C -0.956902 -2.507054 3.043620 1.7 3.5 -2.6
C -1.399391 -2.466592 1.447617 2.1 2.3 2.0
C -0.860909 -1.276138 0.413002 1.4 0.6 3.3
C 0.111618 -0.064228 0.913904 -0.6 -3.2 3.8
C 0.543546 -0.120477 2.530814 -1.8 -2.5 -0.8
N 0.702615 1.060429 0.125707 -1.7 -2.4 -1.4
C 0.235437 1.187833 -1.288874 -0.5 1.7 -4.8
C 0.767048 2.549214 -2.106537 -1.9 -1.9 -1.9
C 0.418368 2.865615 -3.676812 -1.1 -3.4 2.0
C -0.494577 1.815477 -4.560279 1.2 -0.5 5.0
C -1.063392 0.483568 -3.762024 2.0 2.7 0.8
C -0.699819 0.173808 -2.162100 1.8 3.4 -1.1
S -1.384925 -1.376638 -1.377032 1.0 1.3 0.8
H -1.312265 -3.323210 3.818168 0.8 1.8 -2.0
H -2.125411 -3.343080 1.088684 1.9 2.4 0.6
H 1.275849 0.708444 2.966540 -1.8 -2.0 -1.1
H 1.741639 1.130058 0.206655 -1.3 -0.3 -0.1
H 1.437813 3.334552 -1.518356 -1.6 -1.9 -1.3
H 0.881527 3.845585 -4.157288 -1.2 -2.4 1.1
H -0.694078 2.059348 -5.693012 0.3 -0.8 2.6
H -1.721103 -0.261184 -4.424180 1.6 1.6 2.0
```
Forces are in eV/Å.